# 1
{
  "formula": "C26H49BI2N2O12S2",
  "method": "ωB97M-V with the def2-TZVPD basis set",
  "fmax_ev_per_a": 5.1,
  "total_energy_ha": -3449.0174,
  "mol_weight_g_mol": 910.43,
  "lumo_ev": -0.119,
  "species": ["C", "C", "C", "C", "N", "C", "S", "C", "O", "C", "B", "O", "O", "C", "C", "I", "C", "C", "I", "O", "S", "O", "O", "C", "C", "C", "C", "C", "O", "C", "O", "C", "N", "H", "H", "H", "H", "H", "H", "H", "H", "H", "H", "H", "H", "H", "H", "H", "H", "H", "H", "H", "H", "H", "H", "H", "H", "H", "H", "H", "H", "H", "H", "H", "H", "H", "O", "C", "O", "C", "C", "C", "H", "H", "H", "H", "H", "H", "H", "H", "O", "C", "O", "C", "C", "C", "H", "H", "H", "H", "H", "H", "H", "H"],
  "positions_angstrom": [[-3.4164, 0.5227, -4.6548], [-2.4174, -0.6746, -4.7787], [-1.6365, -0.8684, -3.4411], [-2.3661, -1.9191, -2.5097], [-1.6794, -1.8852, -1.2122], [-2.4064, -2.3151, -0.0329], [-3.4641, -3.7709, -0.6558], [-3.4319, -1.3263, 0.6967], [-4.7404, -1.5746, 0.1750], [-3.2029, 0.2018, 0.6902], [-3.1178, 0.9746, -0.7021], [-4.2278, 0.9929, -1.5603], [-1.9892, 1.6707, -1.0788], [-3.6357, -1.6895, 2.2403], [-5.0479, -1.2365, 2.7608], [-6.4406, -2.9326, 2.7207], [-5.0009, -0.6667, 4.2365], [-6.4759, -0.4442, 4.7419], [-4.0653, -1.9954, 5.6488], [-3.5312, -3.1010, 2.5215], [-1.9330, -3.4245, 2.6074], [-1.8253, -4.8231, 2.8898], [-1.2382, -2.6933, 3.6321], [-1.2902, -3.0337, 0.9100], [0.0406, -2.2680, 1.0426], [-0.0596, -0.7635, 1.4068], [1.4199, -0.2489, 1.6289], [1.5081, 1.2606, 1.2410], [2.8146, 1.6577, 0.8731], [3.0928, 1.4242, -0.5040], [-1.1056, -4.3311, 0.2897], [0.0787, -4.8483, 0.5065], [1.1059, -5.1696, 0.8072], [-4.2974, 0.1518, -4.0929], [-3.7966, 0.8296, -5.6451], [-2.9644, 1.3582, -4.0922], [-1.7234, -0.4888, -5.6154], [-3.0331, -1.5848, -4.9271], [-1.3853, 0.0667, -2.9107], [-0.6761, -1.3649, -3.7116], [-2.2388, -2.8742, -3.0509], [-3.4255, -1.5843, -2.4902], [-1.1069, -1.0606, -1.0809], [-3.6543, -4.5735, 0.4253], [-4.8165, -1.2427, -0.7337], [-2.3610, 0.5622, 1.3202], [-4.0911, 0.6525, 1.1929], [-4.7108, 1.8108, -1.3508], [-1.2848, 1.6179, -0.4162], [-2.8908, -1.0734, 2.7843], [-5.5279, -0.4536, 2.1585], [-4.5412, 0.3355, 4.1643], [-7.1862, -0.2704, 3.9160], [-6.8111, -1.3219, 5.3229], [-6.5017, 0.3993, 5.4622], [0.6210, -2.3217, 0.0999], [0.6823, -2.6984, 1.8368], [-0.5703, -0.6145, 2.3773], [-0.4826, -0.1176, 0.6205], [1.7832, -0.4484, 2.6480], [2.0248, -0.7836, 0.8641], [1.1751, 1.9114, 2.0804], [0.8085, 1.5016, 0.4032], [2.2246, 1.0583, -1.0924], [3.4893, 2.3172, -1.0306], [3.8899, 0.6426, -0.6048], [1.6030, 5.4196, 3.1987], [2.5331, 5.6123, 2.4609], [3.2761, 6.7280, 2.6120], [4.5065, 6.9633, 1.9210], [4.2650, 7.5591, 0.5495], [2.8319, 4.6739, 1.3207], [5.1116, 6.0557, 1.8822], [5.0593, 7.6768, 2.5323], [3.6994, 6.8803, -0.0897], [5.2123, 7.7861, 0.0574], [3.6831, 8.4783, 0.6322], [2.2012, 4.9345, 0.4695], [2.6025, 3.6593, 1.6392], [3.8760, 4.6679, 1.0148], [5.5215, 0.5493, -1.7449], [5.6271, -0.5056, -2.3169], [5.1369, -1.6164, -1.7383], [5.0343, -2.8859, -2.3974], [6.3308, -3.6623, -2.3048], [6.3686, -0.6169, -3.6238], [4.6913, -2.7639, -3.4265], [4.2491, -3.4306, -1.8731], [7.1484, -3.1418, -2.8052], [6.2205, -4.6477, -2.7597], [6.6241, -3.7879, -1.2617], [7.4357, -0.7076, -3.4200], [6.1906, 0.2909, -4.1979], [6.0440, -1.4462, -4.2485]]
}

=====

# 2
{
  "formula": "C26H49BrCl2F3N6O9PS",
  "method": "ωB97M-V with the def2-TZVPD basis set",
  "fmax_ev_per_a": 5.1,
  "total_energy_ha": -6558.9190,
  "mol_weight_g_mol": 860.56,
  "lumo_ev": -0.470,
  "species": ["C", "C", "N", "C", "O", "N", "O", "C", "C", "C", "C", "Cl", "C", "P", "O", "Br", "C", "S", "O", "O", "C", "F", "F", "F", "C", "O", "C", "C", "N", "C", "C", "C", "O", "C", "C", "C", "C", "C", "N", "C", "N", "N", "C", "C", "O", "Cl", "H", "H", "H", "H", "H", "H", "H", "H", "H", "H", "H", "H", "H", "H", "H", "H", "H", "H", "H", "H", "H", "H", "H", "H", "H", "H", "H", "H", "H", "H", "H", "H", "H", "H", "H", "H", "H", "H", "H", "H", "H", "H", "H", "H", "C", "C", "O", "H", "H", "H", "H", "H"],
  "positions_angstrom": [[1.7982, 3.2573, -0.4243], [0.4063, 2.6770, -0.7626], [0.0088, 1.2695, -0.3553], [-1.4348, 1.3581, -0.7660], [-2.1635, 0.1434, -0.5179], [-3.5455, 0.3143, -0.7213], [-3.8262, 0.1460, -1.8248], [0.1837, 1.1902, 1.1200], [-0.6047, 2.1686, 2.0361], [0.1627, 3.5268, 2.3583], [-0.3605, 4.0778, 3.7318], [-2.1072, 4.4842, 3.6348], [0.0070, -0.2524, 1.7704], [1.2970, -0.2484, 3.1651], [2.2485, -1.6109, 3.1222], [0.1264, -0.4649, 5.1268], [-0.1699, -1.4499, 0.7840], [0.1549, -3.1792, 1.4030], [-0.6790, -4.0503, 0.5881], [1.5108, -3.6363, 1.1813], [-0.5369, -3.4865, 3.1064], [-1.1757, -4.6640, 3.1095], [0.3462, -3.5750, 4.0762], [-1.5020, -2.5761, 3.3037], [0.3434, -1.2812, -0.6952], [-0.6388, -1.9012, -1.5060], [-0.1729, -3.0458, -2.1884], [-1.4555, -3.8533, -2.6152], [-2.4417, -2.9035, -3.1596], [-3.7833, -3.5064, -3.2537], [-4.8379, -2.7928, -2.3414], [-6.3096, -3.1308, -2.7732], [-4.6352, -3.1550, -0.9696], [0.7278, 0.2034, -1.1390], [2.2932, 0.1673, -1.0600], [3.0050, -0.2991, 0.2466], [4.5057, -0.5841, -0.1963], [5.3848, -1.1885, 0.9483], [6.5542, -0.2624, 1.1374], [6.6356, 0.2557, 2.4966], [6.8953, 1.4617, 2.6642], [6.4681, -0.5564, 3.6782], [0.4215, 0.1558, -2.6758], [0.9748, 1.1637, -3.6957], [0.4440, 1.1731, -4.7219], [2.3496, 2.2954, -3.6350], [2.5242, 2.5734, 0.0724], [1.7424, 4.1262, 0.2677], [2.3584, 3.6639, -1.2939], [-0.2975, 3.4246, -0.3169], [0.2227, 2.8583, -1.8436], [-2.0182, 2.2162, -0.2466], [-1.5513, 1.6322, -1.8429], [1.2474, 1.4303, 1.3563], [-0.6521, 1.7418, 3.0718], [-1.6728, 2.3616, 1.7933], [1.2536, 3.3390, 2.4378], [-0.0316, 4.3321, 1.6252], [0.1626, 5.0452, 3.8907], [-0.0990, 3.4035, 4.5680], [-0.9454, -0.2028, 2.3484], [2.9735, -1.4854, 3.7430], [-1.2782, -1.5627, 0.6571], [1.2184, -1.9686, -0.7819], [0.4275, -3.7493, -1.5772], [0.4139, -2.8353, -3.1145], [-1.2115, -4.6703, -3.3301], [-1.9171, -4.2708, -1.6940], [-2.1825, -2.6785, -4.1153], [-3.7304, -4.5983, -3.0389], [-4.1894, -3.4217, -4.2896], [-4.7388, -1.6963, -2.4294], [-6.4151, -2.8179, -3.8384], [-6.5067, -4.2199, -2.7454], [-6.9955, -2.5579, -2.1261], [-4.3875, -4.0830, -0.9705], [2.8415, 1.0656, -1.3859], [2.5953, -0.6066, -1.8052], [2.6625, -1.2715, 0.6524], [3.1116, 0.4786, 1.0316], [4.9797, 0.3549, -0.5608], [4.4888, -1.2605, -1.0802], [5.8326, -2.1323, 0.5633], [4.8285, -1.3750, 1.8822], [7.4146, -0.7825, 0.9797], [7.0067, 1.8942, 1.7476], [5.4735, -0.5271, 3.8957], [6.6571, -1.5227, 3.4112], [-0.6545, 0.0442, -2.9247], [0.8765, -0.7930, -3.0439], [-4.8456, 4.3590, -0.7638], [-3.8033, 4.9622, 0.1899], [-2.8853, 4.0109, 0.5642], [-5.3978, 3.5474, -0.2924], [-5.5767, 5.1241, -1.0595], [-4.3839, 3.9811, -1.6789], [-4.4028, 5.4296, 0.9996], [-3.4158, 5.8548, -0.3495]]
}

=====

# 3
{
  "formula": "C26H49Cl2N2O18",
  "method": "ωB97M-V with the def2-TZVPD basis set",
  "fmax_ev_per_a": 1.2,
  "total_energy_ha": -3404.4599,
  "mol_weight_g_mol": 748.58,
  "lumo_ev": 1.752,
  "total_charge": -1,
  "species": ["C", "C", "O", "N", "C", "C", "C", "C", "C", "Cl", "N", "C", "C", "C", "Cl", "C", "O", "O", "H", "H", "H", "H", "H", "H", "H", "H", "H", "H", "H", "H", "H", "H", "H", "H", "H", "H", "H", "C", "O", "C", "O", "O", "C", "H", "H", "H", "H", "H", "H", "C", "O", "C", "O", "O", "C", "H", "H", "H", "H", "H", "H", "C", "O", "C", "O", "O", "C", "H", "H", "H", "H", "H", "H", "C", "O", "C", "O", "O", "C", "H", "H", "H", "H", "H", "H", "C", "O", "C", "O", "O", "C", "H", "H", "H", "H", "H", "H"],
  "positions_angstrom": [[1.9243, -2.2534, 1.9396], [0.5062, -2.2371, 1.4271], [-0.3329, -3.0140, 1.8573], [0.1602, -1.2307, 0.4951], [0.4236, -1.5669, -0.9328], [1.8053, -2.1417, -1.1902], [2.1064, -2.2071, -2.6914], [2.8154, -0.9515, -3.2171], [4.2491, -1.1558, -3.6614], [4.1943, -2.3725, -5.0320], [4.7888, 0.0736, -4.2570], [5.5631, 0.9227, -3.3581], [4.8044, 1.5246, -2.1949], [5.7118, 2.4116, -1.3672], [3.4170, 2.5191, -2.8035], [5.2116, -1.7282, -2.5357], [4.7022, -1.7069, -1.3973], [6.2947, -2.1602, -2.9341], [2.5831, -1.5737, 1.4131], [2.3144, -3.2679, 1.8599], [1.8964, -1.9834, 2.9972], [-0.8441, -1.1229, 0.6083], [-0.3490, -2.2582, -1.2891], [0.3175, -0.6402, -1.5017], [1.8774, -3.1433, -0.7559], [2.5646, -1.5293, -0.7078], [1.1650, -2.3363, -3.2368], [2.6987, -3.0972, -2.9001], [2.2788, -0.5031, -4.0543], [2.8237, -0.2026, -2.4233], [5.3970, -0.2104, -5.0127], [6.4130, 0.3730, -2.9296], [5.9586, 1.7538, -3.9496], [4.3906, 0.7350, -1.5721], [6.3845, 1.7932, -0.7715], [6.3120, 3.0532, -2.0177], [5.1290, 3.0524, -0.7083], [-5.3351, 2.9094, 2.0296], [-4.1439, 2.1487, 2.2510], [-4.3482, 0.8448, 2.4317], [-5.4202, 0.2945, 2.4322], [-3.1686, 0.2583, 2.6101], [-3.2275, -1.1591, 2.8060], [-5.0098, 3.9373, 1.9065], [-5.8491, 2.5712, 1.1324], [-6.0076, 2.8278, 2.8815], [-3.6598, -1.6500, 1.9362], [-3.8113, -1.3977, 3.6934], [-2.2008, -1.4888, 2.9344], [0.5066, 1.2290, 3.4488], [1.9340, 1.2195, 3.5750], [2.4922, 2.4174, 3.6823], [1.9169, 3.4757, 3.7009], [3.8155, 2.2560, 3.7680], [4.5525, 3.4764, 3.8504], [0.2091, 0.1884, 3.3663], [0.0440, 1.6734, 4.3274], [0.2030, 1.7675, 2.5537], [4.2651, 4.0406, 4.7363], [4.3839, 4.0863, 2.9648], [5.5955, 3.1807, 3.9106], [-8.6657, 6.7497, -0.8763], [-9.6672, 6.4034, 0.0876], [-9.2663, 5.5151, 0.9951], [-8.1739, 5.0137, 1.0545], [-10.2786, 5.2737, 1.8263], [-9.9777, 4.3226, 2.8547], [-9.1375, 7.4705, -1.5364], [-7.8008, 7.1921, -0.3862], [-8.3533, 5.8700, -1.4352], [-9.1596, 4.6797, 3.4770], [-9.7088, 3.3618, 2.4203], [-10.8874, 4.2329, 3.4397], [0.7866, -0.5241, 8.3634], [0.4589, -1.8514, 7.9409], [-0.2389, -1.9026, 6.8049], [-0.6069, -0.9495, 6.1672], [-0.4648, -3.1764, 6.4999], [-1.1728, -3.3475, 5.2636], [1.3466, -0.6441, 9.2857], [1.3951, -0.0234, 7.6126], [-0.1173, 0.0560, 8.5399], [-0.5961, -2.9593, 4.4265], [-2.1384, -2.8475, 5.3129], [-1.3122, -4.4169, 5.1407], [3.3412, -4.3819, -7.4931], [2.3267, -5.1834, -8.1281], [1.5396, -4.5261, -8.9643], [1.6085, -3.3611, -9.2574], [0.6283, -5.3849, -9.4470], [-0.2960, -4.7945, -10.3603], [3.8944, -5.0640, -6.8561], [3.9999, -3.9465, -8.2416], [2.8985, -3.5950, -6.8899], [0.2234, -4.3895, -11.2273], [-0.8590, -3.9975, -9.8776], [-0.9619, -5.5985, -10.6606]]
}

=====

Number 3 is which compound? C26H49Cl2N2O18